*A*
Here is a single H4N3P molecule from the Open Molecules 2025 dataset. Energies are from ωB97M-V/def2-TZVPD.

Each line ends with the natural charge from an NBO analysis.
Geometry (Å):
P: -1.982 -0.313 -0.043  0.481
N: -0.343 0.158 -0.189  -0.559
N: 1.829 -0.233 0.138  -0.611
N: 0.540 -0.602 0.360  0.031
H: 2.396 -0.366 0.940  0.369
H: 2.164 0.629 -0.274  0.363
H: -2.169 -0.260 -1.370  -0.045
H: -2.434 0.987 0.438  -0.028

Its LUMO energy is 0.818 eV. For the molar mass, the calculation gives 77.0 g mol⁻¹. Its total charge is 0. The frontier orbital gap comes out at 9.3877 eV. The HOMO energy is -0.315 Eh.


*B*
Here is 2 unconnected molecules or ions with the total composition H4N3P from the Open Molecules 2025 dataset. Energies are from ωB97M-V/def2-TZVPD.

Each line ends with the natural charge from an NBO analysis.
Geometry (Å):
P: -0.817 0.644 0.560  0.495
N: 0.462 -0.469 0.471  -0.432
N: 0.407 -1.404 -0.569  -0.284
N: 1.189 -0.341 -0.685  -0.159
H: -0.401 -1.334 -1.118  0.330
H: 0.542 0.818 -1.365  0.138
H: -0.303 1.797 0.852  -0.051
H: -1.080 0.289 1.855  -0.038

Its LUMO energy is 0.083 eV. For the molar mass, the calculation gives 77.0 g mol⁻¹. Its total charge is 0. The frontier orbital gap comes out at 9.3583 eV. The HOMO energy is -0.341 Eh.


What are the relative energies? In eV: *A* 0.000; *B* 3.965.